Density functional theory data (the ωB97M-V functional and the def2-TZVPD basis) for a 2-piece molecular cluster, C3H13N4 overall in a non-equilibrium geometry.

Values from the calculation:
Charge   0
Max |F|   2.202 eV/Å
Spin multiplicity   2
Frontier orbital gap (spin up / spin down)   3.6 / 10.1 eV
Energy relative to the best compared isomer or geometry (same formula, charge and spin)   0.9679 eV
Calculated total energy   -340.995700 a.u.

Structure (XYZ):
```
20
C3H13N4 (the ωB97M-V functional and the def2-TZVPD basis)
C 1.8845 1.1439 0.5164
N 2.2339 0.9726 -0.9649
C 1.0580 0.7469 -1.8889
H 2.8865 1.2159 0.9842
H 1.3459 2.0978 0.6182
H 1.3331 0.2684 0.8787
H 2.8184 0.1307 -1.0049
H 2.7462 1.8183 -1.3409
H 0.6738 -0.2735 -1.7287
H 1.4058 0.7885 -2.9752
H 0.3302 1.5468 -1.7095
N -2.4497 -0.6173 1.9638
C -1.7810 -1.0860 0.8092
N -1.8064 -2.5026 0.6855
N -1.2351 -0.3360 -0.0849
H -2.6916 0.3404 2.0086
H -3.1170 -1.2365 2.3584
H -2.6837 -2.8731 0.9218
H -1.5890 -2.7668 -0.2712
H -1.3626 0.6217 0.2243
```